No. 1
A cluster of 2 separate species, C3H3F3N in total at a distorted geometry, computed with ωB97M-V with the def2-TZVPD basis set.

The maximum force is 4.5 eV/Å. As for the net charge: +1. The calculation puts the frontier orbital gap at 0.4137 Ha. The calculation puts the total energy at -470.09917 a.u. For the energy above the lowest of the compared OMol25 structures with the same formula, charge and spin, the calculation gives 25.9 kcal per mole.

Positions of all 10 atoms, in Å:
C: 0.440 0.317 0.581
C: 0.760 1.152 1.644
C: -0.859 -1.211 -1.885
N: 0.349 -0.308 -0.353
F: -1.818 -1.591 -1.159
F: -0.082 -2.142 -2.184
F: -1.143 -0.173 -2.617
H: 1.600 0.736 2.381
H: -0.165 1.006 2.158
H: 0.919 2.214 1.434

No. 2
The molecule C15H16ClNO4 at a distorted geometry, computed with ωB97M-V with the def2-TZVPD basis set.

The maximum force is 1.1 eV/Å. As for the net charge: 0. The calculation puts the frontier orbital gap at 0.3624 Ha. As for the SMILES: C=CCc1cccc(Cl)c1OCCON1C(=O)CCC1=O. The calculation puts the total energy at -1397.04203 a.u. For the energy above the lowest of the compared OMol25 structures with the same formula, charge and spin, the calculation gives 24.0 kcal per mole.

Positions of all 37 atoms, in Å:
C: -0.750 1.439 -2.080
C: -1.343 0.280 -1.862
C: -2.435 0.053 -0.858
C: -2.177 -1.182 -0.035
C: -2.391 -2.436 -0.595
C: -2.193 -3.592 0.135
C: -1.792 -3.515 1.457
C: -1.569 -2.273 2.023
Cl: -1.084 -2.167 3.675
C: -1.739 -1.096 1.289
O: -1.549 0.116 1.920
C: -0.372 0.818 1.580
C: 0.896 0.093 2.053
O: 2.057 0.893 1.896
N: 2.342 1.229 0.582
C: 2.112 2.505 0.093
O: 1.546 3.379 0.684
C: 2.708 2.541 -1.298
C: 3.126 1.105 -1.600
C: 2.895 0.336 -0.317
O: 3.107 -0.824 -0.098
H: 0.008 1.549 -2.838
H: -1.011 2.330 -1.533
H: -1.059 -0.596 -2.432
H: -2.556 0.925 -0.214
H: -3.371 -0.094 -1.407
H: -2.732 -2.499 -1.618
H: -2.366 -4.556 -0.318
H: -1.649 -4.405 2.048
H: -0.310 0.980 0.496
H: -0.451 1.785 2.083
H: 1.014 -0.862 1.525
H: 0.857 -0.089 3.128
H: 1.976 2.940 -1.999
H: 3.556 3.228 -1.286
H: 4.173 1.012 -1.891
H: 2.527 0.650 -2.389

No. 3
A structure of composition C2H3O2P at a distorted geometry, computed with ωB97M-V with the def2-TZVPD basis set.

The maximum force is 3.9 eV/Å. As for the net charge: 0. The calculation puts the frontier orbital gap at 0.3367 Ha. The calculation puts the total energy at -569.79701 a.u. For the energy above the lowest of the compared OMol25 structures with the same formula, charge and spin, the calculation gives 22.5 kcal per mole.

Positions of all 8 atoms, in Å:
C: -0.883 0.026 -0.358
C: 0.283 -0.708 -0.699
O: -0.719 1.256 0.051
O: 0.779 0.733 2.144
P: 0.940 1.042 0.745
H: -1.821 -0.304 -0.019
H: 0.368 -1.774 -0.658
H: 1.053 -0.271 -1.205

No. 4
A cluster of 2 separate species, C9H20N5 in total at a distorted geometry, computed with ωB97M-V with the def2-TZVPD basis set.

The maximum force is 7.3 eV/Å. As for the net charge: +1. The calculation puts the frontier orbital gap at 0.4095 Ha. The calculation puts the total energy at -628.26605 a.u. For the energy above the lowest of the compared OMol25 structures with the same formula, charge and spin, the calculation gives 131.2 kcal per mole.

Positions of all 34 atoms, in Å:
C: -2.062 -0.104 0.295
C: -0.160 0.919 -1.693
C: 1.014 -1.843 -0.650
C: 2.219 0.161 0.144
C: 0.568 -0.918 1.673
C: -3.116 -2.007 -0.880
C: -0.505 3.045 -0.142
C: -0.180 0.580 -0.229
C: 0.813 -0.540 0.174
N: -2.346 0.773 1.203
N: -3.544 0.377 1.747
N: -3.938 -0.671 1.097
N: -3.033 -0.975 0.109
N: -0.137 1.786 0.633
H: 0.790 1.033 -2.084
H: -0.915 1.635 -1.908
H: -0.431 0.091 -2.183
H: 1.758 -2.406 -0.291
H: 1.242 -1.496 -1.601
H: 0.050 -2.386 -0.756
H: 3.100 -0.433 0.112
H: 2.392 0.930 -0.541
H: 2.448 0.822 1.003
H: -0.410 -1.320 1.931
H: 0.547 -0.069 2.367
H: 1.422 -1.476 1.965
H: -3.068 -1.459 -1.749
H: -2.484 -2.873 -0.639
H: -4.087 -2.329 -0.747
H: 0.136 3.783 0.294
H: -0.311 3.069 -1.204
H: -1.493 3.446 0.027
H: 0.590 2.057 1.237
H: -1.533 1.217 1.428

No. 5
A cluster of 10 separate species, C4H27NO9 in total at a distorted geometry, computed with ωB97M-V with the def2-TZVPD basis set.

The maximum force is 1.8 eV/Å. As for the net charge: 0. The calculation puts the frontier orbital gap at 0.3193 Ha. As for the SMILES: C/C=C/CN.O.O.O.O.O.O.O.O.O. The calculation puts the total energy at -900.46334 a.u. For the energy above the lowest of the compared OMol25 structures with the same formula, charge and spin, the calculation gives 63.8 kcal per mole.

Positions of all 41 atoms, in Å:
C: -0.272 0.978 -4.007
C: 0.560 0.899 -2.758
C: 0.056 0.431 -1.620
C: 0.871 0.416 -0.354
N: 0.911 -0.915 0.275
H: -0.840 0.067 -4.191
H: -0.946 1.831 -3.949
H: 0.360 1.160 -4.877
H: 1.602 1.192 -2.780
H: -0.928 -0.004 -1.510
H: 1.909 0.751 -0.401
H: 0.382 1.085 0.367
H: -0.062 -1.216 0.315
H: 1.269 -1.691 -0.277
O: -0.640 3.410 -2.141
H: -0.925 4.263 -1.794
H: -0.609 2.852 -1.359
O: -2.128 -1.835 0.770
H: -2.532 -1.437 1.551
H: -1.900 -2.725 1.051
O: -3.701 1.035 0.532
H: -4.416 1.225 1.140
H: -3.961 0.633 -0.297
O: 1.514 -4.322 1.538
H: 0.963 -4.829 0.924
H: 0.784 -3.898 2.012
O: -1.253 -0.961 3.416
H: -0.543 -0.445 3.008
H: -0.746 -1.516 4.017
O: 1.879 3.054 1.721
H: 0.921 3.162 1.762
H: 2.065 2.354 1.091
O: 3.114 -0.978 2.972
H: 2.953 -1.791 2.487
H: 2.335 -0.421 2.912
O: 1.914 -3.287 -1.787
H: 2.328 -3.168 -2.649
H: 2.356 -4.071 -1.442
O: -1.124 2.928 1.476
H: -1.819 3.574 1.675
H: -1.702 2.208 1.180

No. 6
A structure of composition C4H8O3 at a distorted geometry, computed with ωB97M-V with the def2-TZVPD basis set.

The maximum force is 1.8 eV/Å. As for the net charge: 0. The calculation puts the frontier orbital gap at 0.4067 Ha. The calculation puts the total energy at -382.82377 a.u. For the energy above the lowest of the compared OMol25 structures with the same formula, charge and spin, the calculation gives 88.5 kcal per mole.

Positions of all 15 atoms, in Å:
O: -0.455 0.717 -0.882
C: 0.514 -0.133 -1.606
C: 1.212 -0.603 -0.329
C: 0.011 -0.125 0.508
O: 0.172 0.954 1.248
C: -1.047 -1.075 1.052
O: -2.201 -0.318 1.329
H: -0.066 1.329 0.145
H: 1.203 0.407 -2.284
H: -0.083 -0.934 -2.113
H: 2.073 0.023 -0.067
H: 1.532 -1.646 -0.243
H: -1.294 -1.868 0.338
H: -0.617 -1.558 1.968
H: -1.823 0.451 1.799

No. 7
A structure of composition C36H89F6N8O14PdS2 at a distorted geometry, computed with ωB97M-V with the def2-TZVPD basis set.

The maximum force is 5.0 eV/Å. As for the net charge: 0. The calculation puts the frontier orbital gap (spin up / spin down) at 0.1065 / 0.2311 Ha. The calculation puts the total energy at -4439.25201 a.u. As for the spin multiplicity: 4.

Positions of all 156 atoms, in Å:
Pd: -0.839 1.571 -2.987
C: -1.749 -1.658 -0.065
F: -1.725 -1.997 1.181
F: -1.250 -2.635 -0.822
F: -2.899 -1.526 -0.583
S: -0.759 0.024 -0.082
O: -1.745 1.113 -0.096
O: 0.009 0.108 1.149
N: -0.038 0.067 -1.719
S: 1.354 -0.674 -1.367
O: 2.485 0.290 -1.355
O: 1.407 -1.710 -0.337
C: 1.702 -1.628 -3.076
F: 0.904 -2.700 -3.229
F: 1.557 -0.699 -4.020
F: 3.088 -2.040 -3.015
C: 1.956 2.511 3.596
O: 0.548 2.054 3.628
C: -0.376 2.676 4.551
C: -1.898 2.292 4.191
N: -2.248 2.846 2.915
C: -3.676 2.991 2.738
C: -4.067 4.322 3.431
O: -4.094 4.484 4.870
C: -5.200 3.783 5.443
H: 2.120 2.590 4.670
H: 2.065 3.498 3.146
H: 2.649 1.775 3.189
H: -0.372 3.757 4.411
H: -0.171 2.533 5.612
H: -2.593 2.563 4.986
H: -2.015 1.229 3.984
H: -1.931 2.185 2.220
H: -4.317 2.129 2.920
H: -3.788 3.242 1.683
H: -5.021 4.691 3.057
H: -3.344 5.101 3.190
H: -4.947 2.771 5.761
H: -6.120 3.822 4.860
H: -5.428 4.401 6.311
C: 2.206 0.848 -7.665
O: 0.898 0.553 -7.054
C: -0.036 1.597 -6.960
C: -1.275 0.942 -6.267
N: -0.851 0.570 -4.939
C: -1.742 -0.517 -4.429
C: -3.110 0.006 -4.008
O: -2.883 0.937 -2.966
C: -4.076 1.436 -2.388
H: 2.983 0.084 -7.630
H: 2.732 1.686 -7.207
H: 1.993 1.262 -8.651
H: -0.266 1.859 -7.993
H: 0.374 2.562 -6.660
H: -1.656 0.038 -6.742
H: -2.129 1.611 -6.158
H: 0.058 0.255 -5.245
H: -1.373 -1.153 -3.625
H: -1.831 -1.307 -5.175
H: -3.758 -0.807 -3.683
H: -3.736 0.504 -4.749
H: -3.968 2.362 -1.824
H: -4.318 0.669 -1.653
H: -4.985 1.369 -2.985
C: 5.863 1.344 -3.814
O: 5.525 2.519 -3.008
C: 5.464 2.231 -1.622
C: 5.428 3.351 -0.491
N: 4.246 4.142 -0.432
C: 4.403 5.150 0.621
C: 3.233 6.220 0.728
O: 3.863 7.268 1.454
C: 3.393 8.543 1.128
H: 5.634 1.644 -4.837
H: 5.272 0.456 -3.588
H: 6.932 1.154 -3.720
H: 6.348 1.630 -1.409
H: 4.584 1.590 -1.577
H: 6.359 3.914 -0.437
H: 5.383 2.710 0.389
H: 4.367 4.613 -1.317
H: 5.315 5.683 0.350
H: 4.663 4.732 1.593
H: 2.256 5.909 1.097
H: 2.993 6.504 -0.297
H: 2.332 8.698 1.325
H: 3.606 8.861 0.108
H: 3.860 9.206 1.857
C: -1.123 -5.824 0.829
C: -0.819 -5.073 2.089
C: -1.153 -5.940 3.376
O: -0.744 -5.274 4.677
C: -0.402 -6.179 5.781
N: 0.618 -4.814 2.014
H: -0.581 -6.770 0.812
H: -0.913 -5.152 -0.003
H: -2.201 -5.981 0.787
H: -1.254 -4.075 2.121
H: -0.642 -6.883 3.177
H: -2.233 -6.070 3.319
H: -1.204 -6.904 5.917
H: -0.503 -5.751 6.779
H: 0.538 -6.715 5.653
H: 0.962 -4.494 1.120
H: 0.912 -4.124 2.690
C: -5.070 -1.675 5.793
C: -3.688 -1.553 5.148
C: -2.492 -2.368 5.713
O: -2.341 -1.935 7.045
C: -1.577 -2.941 7.766
N: -3.842 -1.921 3.745
H: -4.963 -1.901 6.854
H: -5.731 -2.419 5.349
H: -5.498 -0.675 5.871
H: -3.410 -0.508 5.291
H: -1.523 -2.179 5.249
H: -2.683 -3.431 5.566
H: -1.331 -2.362 8.656
H: -0.608 -3.261 7.382
H: -2.160 -3.797 8.105
H: -2.944 -2.248 3.416
H: -4.376 -2.774 3.651
C: -0.189 -7.918 -3.809
C: 0.154 -6.720 -2.929
C: 1.731 -6.684 -2.686
O: 2.093 -5.417 -2.238
C: 3.557 -5.245 -2.225
N: -0.196 -5.476 -3.552
H: -1.242 -7.971 -4.088
H: -0.042 -8.912 -3.387
H: 0.529 -7.869 -4.627
H: -0.335 -6.862 -1.965
H: 2.343 -6.943 -3.550
H: 1.885 -7.469 -1.946
H: 4.016 -5.668 -3.119
H: 3.933 -5.703 -1.310
H: 3.846 -4.194 -2.236
H: 0.513 -4.864 -3.173
H: -0.057 -5.587 -4.547
C: 0.821 3.360 -0.015
C: 0.060 4.006 -1.165
C: 0.800 4.015 -2.550
O: 1.028 2.701 -3.112
C: 2.178 2.660 -3.923
N: -1.124 3.209 -1.431
H: 0.204 3.372 0.884
H: 1.791 3.840 0.112
H: 1.053 2.348 -0.347
H: -0.214 5.013 -0.850
H: 1.765 4.496 -2.389
H: 0.273 4.674 -3.240
H: 1.946 3.076 -4.904
H: 2.344 1.594 -4.080
H: 3.113 3.045 -3.518
H: -1.981 3.707 -1.628
H: -1.421 2.765 -0.574

No. 8
A cluster of 2 separate species, C4H10N2O2 in total at a distorted geometry, computed with ωB97M-V with the def2-TZVPD basis set.

The maximum force is 4.7 eV/Å. As for the net charge: 0. The calculation puts the frontier orbital gap at 0.3227 Ha. As for the SMILES: CN(N)CO.C=C=O. The calculation puts the total energy at -418.25196 a.u. For the energy above the lowest of the compared OMol25 structures with the same formula, charge and spin, the calculation gives 131.1 kcal per mole.

Positions of all 18 atoms, in Å:
C: 1.029 1.325 0.380
N: 0.224 0.274 -0.253
N: 0.074 0.652 -1.627
C: 1.108 -1.242 0.019
O: 0.605 -2.335 -0.609
H: 1.013 1.137 1.451
H: 2.048 1.396 -0.018
H: 0.552 2.291 0.210
H: -0.433 -0.096 -2.091
H: 0.989 0.688 -2.082
H: 1.223 -1.345 1.098
H: 2.065 -1.020 -0.465
H: -0.061 -2.708 -0.008
C: -2.125 0.700 1.008
C: -1.811 -0.360 0.285
O: -2.126 -1.528 0.155
H: -1.693 1.617 0.629
H: -2.681 0.553 1.918